Entry 1:
Density functional theory data (ωB97M-V/def2-TZVPD) for C9H19BO2 in the gas phase in a non-equilibrium geometry.

Structure (XYZ):
```
31
Properties=species:S:1:pos:R:3:nbo_charge:R:1
B -1.47914 -0.66988 -0.15419 1.0992
C -4.13466 -0.65846 0.32183 -0.3947
C -3.03501 -0.03841 -0.02807 -0.2852
C -3.18791 1.33284 -0.63062 -0.6467
C 1.49654 -0.34122 1.79484 -0.6075
C 2.76451 -1.30279 -0.10306 -0.5877
C 0.95700 0.13900 -2.00294 -0.6307
C 1.11075 1.82964 -0.13923 -0.6185
C 1.45915 -0.71121 0.29471 -0.2642
C 0.76515 0.38339 -0.53606 0.2887
O -1.28464 -2.01538 -0.01155 -0.8882
O -0.61295 0.28096 -0.34033 -0.7249
H -5.01111 -0.04448 0.37142 0.2009
H -3.99817 -1.78255 0.55707 0.1791
H -3.82736 1.26826 -1.46934 0.2102
H -3.53964 2.01565 0.08499 0.2138
H -2.15600 1.64652 -1.14864 0.2150
H 2.24702 0.34297 2.07453 0.2055
H 1.41142 -1.28566 2.39688 0.2171
H 0.49775 0.17917 1.88977 0.2040
H 3.58799 -0.50012 0.20822 0.1886
H 2.73861 -1.55708 -1.12010 0.2083
H 2.96883 -2.19907 0.45980 0.2152
H 0.59111 -0.92544 -2.04865 0.2125
H 1.98572 0.24871 -2.42728 0.2222
H 0.31037 0.75918 -2.63675 0.2194
H 2.01783 2.16927 -0.49725 0.2107
H 0.94476 2.02940 0.87659 0.2157
H 0.30227 2.33440 -0.80272 0.2115
H 0.75250 -1.48056 0.20883 0.2237
H -1.98109 -2.47424 0.28416 0.4870
```

- SMILES string: C=C(C)B(O)OC(C)(C)C(C)C
- Spin multiplicity: 1
- Kohn-Sham gap: 10.02 eV
- ΔE to the lowest compared entry with this formula, charge and spin: 0.0 kcal/mol

Entry 2:
Density functional theory data (ωB97M-V/def2-TZVPD) for 2 unconnected molecules or ions with the total composition C23H39BF4NO6P in a non-equilibrium geometry.

Structure (XYZ):
```
75
Properties=species:S:1:pos:R:3:lowdin_charge:R:1
C -3.97753 -0.13133 4.42464 -0.0647
C -2.62406 -0.64425 4.86921 -0.2786
O -2.42166 -1.91374 4.27878 -0.1708
C -1.24456 -2.58074 4.73283 -0.2145
C -0.32715 -2.87923 3.56405 -0.1699
C -1.10850 -3.40192 2.34774 -0.1775
C -1.58509 -2.27500 1.42698 -0.1661
C -1.50711 -2.66610 -0.07800 -0.1054
C -0.95931 -1.58636 -0.97917 -0.0664
C 0.40177 -1.66861 -1.30927 -0.0268
C 1.26639 -2.75872 -0.76122 -0.5119
O 1.32564 -3.80598 -1.31395 0.1825
O 1.95956 -2.52061 0.34870 0.1716
C 0.96749 -0.73843 -2.15040 0.0812
C 0.21637 0.29925 -2.69336 -0.1762
C 0.92607 1.28968 -3.57771 -0.1726
C 2.40809 1.43763 -3.22574 -0.1886
C 2.55361 2.04079 -1.81506 -0.1716
C 3.21024 1.11575 -0.77586 -0.1681
C 3.81719 1.96447 0.33035 -0.2428
O 4.73472 1.25581 1.13500 -0.1602
C 4.15665 0.60439 2.24095 -0.1210
N -1.11249 0.37905 -2.38199 -0.0726
P -1.99513 1.73408 -3.16851 1.0199
C -2.51943 2.97265 -1.92993 -0.2404
C -3.44333 1.06380 -4.07290 -0.2551
C -1.70149 -0.52730 -1.51416 -0.1215
C -3.14634 -0.39881 -1.14552 -0.0171
C -3.38130 0.59291 -0.00988 -0.5059
O -2.68404 0.60720 0.95668 0.1445
O -4.45102 1.41284 -0.13410 0.0898
H -3.89726 0.34892 3.45070 0.0544
H -4.37945 0.60731 5.11271 0.0745
H -4.67023 -0.96229 4.34007 0.0792
H -2.62138 -0.71499 5.96171 0.1167
H -1.82101 0.03823 4.57790 0.1228
H -1.55681 -3.50679 5.21944 0.1250
H -0.74587 -1.97424 5.48966 0.1188
H 0.40441 -3.61691 3.89032 0.1160
H 0.21537 -1.96748 3.30600 0.1071
H -1.96120 -3.95932 2.72686 0.1181
H -0.44952 -4.09536 1.82762 0.1074
H -1.03772 -1.35426 1.59525 0.1050
H -2.63007 -2.09804 1.65829 0.1051
H -2.48133 -2.99424 -0.43007 0.1193
H -0.88311 -3.54925 -0.14987 0.1043
H 1.68224 -1.69228 0.76717 0.1229
H 2.01111 -0.84049 -2.38651 0.1385
H 0.76750 0.98713 -4.61722 0.1322
H 0.48628 2.27458 -3.50845 0.0703
H 2.98095 0.52825 -3.35928 0.1024
H 2.81581 2.14474 -3.93944 0.1194
H 1.58892 2.38044 -1.42368 0.1107
H 3.17612 2.92697 -1.90518 0.1036
H 3.97416 0.49661 -1.23424 0.1213
H 2.42573 0.50708 -0.30416 0.0876
H 3.03779 2.44040 0.93805 0.1217
H 4.36308 2.77557 -0.14156 0.1099
H 4.74908 0.83140 3.12621 0.0835
H 3.13093 0.92891 2.44365 0.0752
H 4.14265 -0.48030 2.09602 0.0775
H -3.57240 2.94738 -1.67421 0.0271
H -1.87861 2.89035 -1.05199 0.0586
H -2.28076 3.93191 -2.37584 0.0441
H -3.48779 1.57665 -5.02522 0.0380
H -3.43205 -0.01659 -4.17420 0.0494
H -4.35881 1.31036 -3.52997 0.0401
H -3.52785 -1.34136 -0.77505 0.1281
H -3.79247 -0.10769 -1.97027 0.0941
H -4.14015 2.29835 0.09814 0.1140
B 6.00023 2.36778 -2.45372 -1.2402
F 6.18750 1.64901 -1.26145 0.1096
F 7.21181 2.58864 -3.10066 0.1118
F 5.13003 1.61967 -3.29737 0.0770
F 5.36993 3.60208 -2.15535 0.0747
```

- Spin multiplicity: 1
- Kohn-Sham gap: 6.79 eV

Entry 3:
Density functional theory data (ωB97M-V/def2-TZVPD) for 2 unconnected molecules or ions with the total composition CH2F3N2 in a non-equilibrium geometry.

Structure (XYZ):
```
8
Properties=species:S:1:pos:R:3:nbo_charge:R:1
C -0.23448 -0.09054 -0.67405 0.7883
N 0.63599 0.83048 -0.66737 -0.7302
N -0.20483 -1.06656 1.17885 0.4551
F -0.79366 -0.64501 -1.67623 -0.2036
F -1.39178 -1.56160 1.24198 -0.1061
F -0.06765 0.00119 1.96647 -0.1608
H 1.14562 1.14308 0.19840 0.4831
H 0.91079 1.38897 -1.56804 0.4744
```

- Spin multiplicity: 1
- Kohn-Sham gap (alpha / beta): 9.55 / 9.54 eV
- ΔE to the lowest compared entry with this formula, charge and spin: 42.0 kcal/mol
- Net charge: +1